63
Properties=species:S:1:pos:R:3:forces:R:3:nbo_charge:R:1 method="wB97M-V/def2-TZVPD" gap_ev=1.7 homo_ha=-0.28973 total_charge=+1 e_tot_ev=-125233.570
C -3.572499 -4.221939 3.752539 -0.5 -0.2 0.2 -0.6052
C -2.816619 -5.517206 3.513447 0.3 0.5 -0.3 -0.3939
C -1.317880 -5.335604 3.181481 -1.2 -0.4 0.2 -0.2240
N -1.070252 -4.195699 2.321743 0.9 0.2 -0.1 -0.8512
B 0.365479 -3.635128 2.341133 -0.7 -0.2 0.5 -0.3470
C 0.382111 -2.579420 1.094291 -0.5 0.1 0.8 -0.3904
Br 2.131500 -1.706504 0.800092 0.2 0.1 -0.5 -0.1067
C -0.767534 -1.543403 1.203504 1.1 0.9 -0.6 -0.4385
C -0.366595 -0.078374 1.416493 -0.9 -0.1 0.4 -0.6040
P 1.565354 -5.146725 2.025681 0.0 -0.2 -0.6 2.1589
O 0.976562 -5.977281 0.958252 -0.4 -0.3 -0.5 -1.1443
O 1.899793 -6.008734 3.344693 0.8 0.4 0.0 -0.9855
O 3.083889 -4.746661 1.544634 -0.1 0.2 0.1 -1.0120
P 0.579537 -2.688932 4.043745 0.2 0.7 -0.1 2.1684
O 1.393440 -1.439353 4.000982 0.3 0.2 -0.2 -1.1795
O 1.122824 -3.624246 5.239451 0.3 0.0 0.1 -0.9959
O -0.903751 -2.268145 4.556337 -0.2 0.0 0.0 -1.0018
H -4.640795 -4.433545 3.743470 -0.2 0.0 0.1 0.1890
H -3.388199 -3.477535 2.988815 0.2 0.1 -0.1 0.2101
H -3.346705 -3.797788 4.725733 0.2 0.2 0.1 0.2058
H -2.893234 -6.134688 4.403013 -0.1 -0.3 0.1 0.1968
H -3.296324 -6.054343 2.696332 -0.1 -0.1 -0.1 0.1804
H -1.014001 -6.280191 2.729791 0.4 -0.1 -0.1 0.1917
H -0.790499 -5.266678 4.131253 0.3 0.4 0.0 0.1913
H -1.272371 -4.434238 1.356106 -0.2 -0.3 0.1 0.3610
H 0.218698 -3.178762 0.208362 0.2 -0.1 -0.3 0.2181
H -1.285405 -1.552049 0.247793 -0.6 -0.2 0.0 0.1803
H -1.436983 -1.790732 2.014791 -0.2 -0.5 0.0 0.2557
H 0.280662 0.044850 2.276963 0.4 0.0 -0.1 0.2543
H -1.291485 0.452614 1.647720 -0.1 0.2 0.0 0.1956
H 0.028950 0.384281 0.515284 0.4 0.1 0.0 0.1383
H 2.854719 -5.931306 3.520690 -0.4 -0.2 0.1 0.5028
H 2.983577 -4.519188 0.604477 0.3 -0.1 0.4 0.4970
H 1.877980 -3.150375 5.634003 -0.4 -0.2 -0.1 0.5067
H -0.938418 -1.299289 4.542847 0.1 -0.3 0.2 0.4979
C 3.031076 0.163878 -2.297805 0.1 -0.1 0.1 -0.4216
N 2.291052 1.389551 -2.669151 0.0 -0.1 0.0 -0.2297
C 1.102734 1.583517 -2.079410 -0.1 -0.1 0.1 0.1206
C 0.368848 2.717110 -2.335933 -0.2 0.1 0.0 -0.1994
C 0.866621 3.675680 -3.210743 0.2 -0.2 0.1 0.0105
C 2.094546 3.435787 -3.822507 0.0 0.2 0.0 -0.2067
C 2.788074 2.281153 -3.534940 -0.1 0.1 0.0 0.1053
C 0.124035 4.932891 -3.468943 -0.1 0.2 -0.1 0.0510
C 0.712329 6.168791 -3.218155 0.1 -0.1 0.0 -0.2009
C 0.023015 7.326265 -3.497402 0.0 -0.1 0.0 0.1050
N -1.213712 7.279533 -4.014559 0.0 0.2 0.0 -0.2404
C -1.814436 6.101492 -4.248221 0.0 -0.1 0.0 0.1010
C -1.170720 4.917689 -3.982242 0.0 -0.2 0.0 -0.1971
C -1.933454 8.531523 -4.352379 0.0 -0.1 0.0 -0.4111
H 2.392401 -0.690795 -2.501858 0.0 -0.1 0.1 0.2603
H 3.239005 0.228477 -1.231767 0.0 -0.2 0.0 0.2722
H 3.956132 0.081492 -2.858406 0.0 0.2 -0.1 0.2340
H 0.767040 0.816437 -1.389571 0.1 0.0 0.0 0.2816
H -0.576909 2.849669 -1.828694 0.0 0.0 0.0 0.2631
H 2.519220 4.137923 -4.526238 0.0 0.0 0.0 0.2544
H 3.744866 2.058839 -3.982953 0.0 -0.1 0.0 0.2542
H 1.706037 6.241980 -2.798834 0.0 0.0 0.0 0.2639
H 0.448405 8.302264 -3.317711 -0.1 0.0 0.0 0.2533
H -2.812964 6.135059 -4.660125 0.0 0.1 0.0 0.2551
H -1.679294 3.988102 -4.197181 0.0 0.0 0.0 0.2656
H -2.876928 8.545750 -3.813754 0.0 0.0 0.0 0.2477
H -2.103460 8.549322 -5.425622 0.0 0.0 0.0 0.2462
H -1.329083 9.382934 -4.060836 0.0 0.0 0.0 0.2420

95
Properties=species:S:1:pos:R:3:forces:R:3:lowdin_spin:R:1 method="wB97M-V/def2-TZVPD" s_squared=0.760 gap_ev="8.4 / 2.7" homo_ha="-0.46497 / -0.42695" spin_multiplicity=2 total_charge=+1 e_tot_ev=-170889.984
N -0.493009 -0.683358 -0.158784 0.0 -0.2 0.6 0.0013
H -0.700489 0.111912 -0.745814 -0.3 0.2 -0.4 0.0004
H -1.145899 -1.449608 -0.240524 -0.2 -0.4 -1.0 0.0000
H -0.630989 -0.394378 0.799106 0.5 0.6 0.6 0.0000
H 0.455221 -0.991178 -0.320674 0.5 -0.4 0.2 0.0001
O -2.297189 1.030422 -1.562744 -4.3 1.3 -0.2 0.0979
C -3.478959 1.421902 -1.532904 6.4 -2.3 0.4 0.0406
O -4.307759 1.355252 -0.549134 0.1 -0.3 -0.2 0.0306
B -5.567009 1.954432 -0.920734 -2.2 0.3 0.0 0.0021
O -5.278599 2.516812 -2.256414 0.2 -0.1 -1.8 0.0366
C -4.117729 2.178562 -2.734124 -0.7 3.0 -3.1 0.0421
O -3.650949 2.604972 -3.853214 -1.4 -2.2 4.5 0.5208
O -6.766969 0.987722 -0.862664 3.9 0.1 -3.2 0.0102
C -7.335899 1.202742 0.238586 -5.9 -2.7 3.9 0.0120
O -8.239419 0.467162 0.722946 3.6 2.9 -1.4 0.0958
C -6.909889 2.602502 0.714806 -4.3 2.5 6.0 0.0110
O -6.022419 3.050662 -0.092034 2.0 0.3 -0.9 0.0132
O -7.461279 3.231572 1.669316 2.6 -2.7 -4.1 0.0842
C 3.453711 -0.238228 4.133396 -1.9 -0.4 -1.5 0.0000
C 3.342671 1.288862 4.330706 1.2 -1.5 -0.4 0.0000
O 2.681381 1.859572 3.126206 0.6 -1.3 -0.4 0.0000
S 2.689141 0.761862 1.835246 0.7 -2.2 1.6 0.0000
O 3.414291 1.158292 0.598786 -2.2 -0.7 3.9 0.0000
O 1.338021 0.167582 1.806606 3.0 1.6 -0.5 0.0000
O 3.684181 -0.383368 2.733116 -0.4 2.0 -2.6 0.0000
H 2.520801 -0.790918 4.244396 -0.5 0.5 0.8 0.0000
H 4.172951 -0.876238 4.646936 0.6 0.9 0.1 0.0000
H 4.381301 1.618212 4.360506 -0.2 0.6 -0.2 0.0000
H 2.888761 1.467142 5.305526 -0.7 0.7 -0.6 0.0000
C -1.389759 3.355712 4.980596 1.3 0.0 1.0 0.0000
C 0.003551 2.792992 4.938576 1.9 -0.7 -1.2 0.0000
O -0.027649 1.617922 4.158866 -2.5 -3.1 -2.0 0.0000
S -1.576799 1.297242 3.455086 2.0 -0.2 0.7 0.0000
O -2.308219 0.392702 4.348746 1.5 1.7 -2.5 0.0000
O -1.424969 1.056732 1.969936 -0.9 1.2 5.0 0.0003
O -1.977409 2.835672 3.810266 -1.7 -0.5 -1.5 0.0000
H -1.355439 4.443842 4.926666 -0.4 -0.1 -0.2 0.0000
H -1.770469 3.053932 5.956336 -1.1 -0.2 -0.4 0.0000
H 0.477931 2.438812 5.853786 -0.4 0.8 0.4 0.0000
H 0.715311 3.316892 4.300586 0.1 1.2 0.7 0.0000
C 5.198221 -3.543458 1.212166 1.1 0.5 -2.7 0.0000
C 5.156211 -4.332458 -0.151594 -0.4 -2.9 0.9 0.0000
O 4.175391 -3.862558 -1.069324 -0.7 2.9 1.4 0.0000
S 3.684471 -2.395788 -0.466184 -1.9 1.5 -0.9 0.0000
O 2.186721 -2.342938 -0.377484 4.3 0.0 -0.5 0.0000
O 4.441051 -1.350648 -1.194014 -1.8 -2.6 2.1 0.0000
O 4.206771 -2.553828 1.088486 -1.9 0.3 -1.8 0.0000
H 6.107031 -2.945118 1.147696 0.5 -0.7 1.1 0.0000
H 4.996421 -4.216028 2.045846 0.3 0.5 0.0 0.0000
H 4.736721 -5.307668 0.095566 0.3 -0.3 0.1 0.0000
H 6.097541 -4.554198 -0.654424 0.1 0.8 0.1 0.0000
C -3.802109 -2.194248 -1.747254 -2.6 -0.9 0.5 0.0000
C -5.312879 -2.047858 -1.069504 1.7 -3.1 -1.2 0.0000
O -5.149729 -2.193578 0.339486 2.1 0.5 1.5 0.0000
S -3.576539 -2.727048 0.762606 -2.5 -3.2 -2.6 0.0000
O -3.564979 -4.247378 0.709476 0.1 5.6 0.2 0.0000
O -3.058509 -1.976208 1.856726 -0.2 -0.6 -0.8 0.0000
O -2.984499 -2.059728 -0.637744 1.7 0.5 2.0 0.0003
H -3.666049 -1.499528 -2.576074 0.6 0.5 0.6 0.0000
H -3.586479 -3.187718 -2.140484 -0.7 -0.1 -0.2 0.0000
H -5.754459 -3.022958 -1.275134 -0.7 0.4 -0.9 0.0000
H -5.916429 -1.219818 -1.441214 0.2 0.1 0.8 -0.0001
C 0.928371 4.965202 1.720196 1.6 -0.3 -0.8 0.0000
C 0.195221 5.639452 0.602476 -1.8 1.0 0.0 0.0000
O -0.173089 4.681172 -0.385814 1.2 -1.7 -1.6 0.0000
S 0.855911 3.422352 -0.332904 -1.1 -1.4 -0.6 0.0000
O 2.111231 3.820162 -1.023544 -3.1 -1.4 2.1 0.0001
O 0.123881 2.116852 -0.664354 3.0 5.2 1.5 0.0002
O 0.880831 3.616352 1.338096 0.4 -3.2 -0.9 0.0000
H 0.527531 5.148902 2.717036 -0.1 -0.4 -0.2 0.0000
H 1.993381 5.192572 1.673586 0.0 0.6 0.4 0.0000
H 0.808751 6.455472 0.220646 -0.6 0.1 -0.3 0.0000
H -0.837659 5.842972 0.885056 0.4 1.3 0.5 0.0000
C 1.465821 -4.516798 -3.698714 2.9 0.9 -0.3 0.0000
C 0.243011 -3.999938 -4.361354 -1.7 0.1 -0.6 0.0000
O -0.733859 -4.041218 -3.345524 -1.5 0.7 1.1 0.0000
S -0.298259 -4.596518 -1.909924 -1.1 1.6 -1.0 0.0000
O -0.951849 -5.859618 -1.890094 0.5 0.0 1.5 0.0000
O -0.533199 -3.559648 -0.882584 0.9 -2.6 -2.2 0.0000
O 1.232161 -4.725158 -2.331554 -0.8 -0.3 2.2 0.0000
H 2.202831 -3.713728 -3.695884 0.2 -0.1 -0.3 0.0000
H 1.973321 -5.399898 -4.086904 -0.6 -0.1 -0.3 0.0000
H -0.106659 -4.621848 -5.185404 0.1 -0.1 0.0 0.0000
H 0.205471 -2.953178 -4.662994 0.9 -0.2 -0.2 0.0000
C 3.880091 0.681742 -4.448484 -1.2 0.7 2.2 0.0000
C 3.877411 1.264812 -2.990524 -0.6 -0.5 -0.7 0.0000
O 2.785511 0.537762 -2.380334 -2.0 -1.2 0.9 0.0000
S 1.558771 0.042602 -3.340744 1.1 3.7 -1.2 0.0000
O 0.274821 0.791772 -3.105384 4.2 -2.1 -0.9 0.0003
O 1.476761 -1.376508 -3.466604 0.1 0.3 0.6 0.0000
O 2.446921 0.607912 -4.677844 -1.8 -0.3 -0.1 0.0000
H 4.267611 -0.336538 -4.480484 0.3 0.2 -0.1 0.0000
H 4.351291 1.395962 -5.123734 -0.4 -0.4 -0.3 0.0000
H 3.591921 2.311302 -2.883464 0.1 0.1 -0.6 0.0000
H 4.777831 1.112652 -2.395394 -0.2 -0.5 -0.1 0.0000

66
Properties=species:S:1:pos:R:3:forces:R:3:nbo_charge:R:1 method="wB97M-V/def2-TZVPD" gap_ev=10.5 homo_ha=-0.37171 total_charge=0 e_tot_ev=-323921.547 smiles="C[C@H]1COC(=O)O1.C[C@H]1COC(=O)O1.COC(=O)OC.COC(=O)OC.BrCCBr.BrCCBr"
C 1.299485 8.588051 2.087133 -0.8 0.0 0.6 -0.6300
C 1.843104 8.109333 0.762019 1.2 -1.9 2.3 0.0663
C 1.449522 6.765511 0.132977 1.0 -0.7 2.2 -0.0906
O 0.434429 7.129925 -0.701521 -2.6 -1.3 -1.5 -0.4809
C 0.409651 8.426707 -0.928680 -0.2 1.3 -1.8 0.9727
O -0.265496 9.011352 -1.748840 1.1 -1.0 1.8 -0.5734
O 1.381319 8.954047 -0.163568 -0.4 4.0 -2.7 -0.4898
H 1.750816 9.569325 2.233779 0.3 -0.2 0.4 0.2252
H 1.501347 7.897852 2.906255 0.2 0.2 0.1 0.2141
H 0.238020 8.835828 2.090914 -0.3 -0.5 -0.2 0.2154
H 2.909846 8.175007 0.976148 0.4 0.0 -1.1 0.1887
H 1.096072 6.102518 0.922664 -0.2 -0.2 -0.2 0.1911
H 2.207653 6.239086 -0.446863 0.3 0.3 0.1 0.1912
C -8.587942 -2.027769 -5.819647 -2.6 -0.9 -0.2 -0.6537
C -7.931923 -0.806055 -6.402329 0.0 0.7 1.8 0.0742
C -8.077977 0.508677 -5.551396 -0.8 -1.7 0.7 -0.0966
O -6.755672 0.960224 -5.470529 0.5 2.3 -0.2 -0.4929
C -5.826926 0.094227 -5.905808 -0.1 -1.0 1.1 0.9850
O -4.640221 0.195002 -5.685089 -2.4 -0.4 -1.2 -0.5638
O -6.532345 -0.987798 -6.415647 2.0 0.3 -0.7 -0.5020
H -9.155639 -2.505802 -6.617958 0.3 -0.4 -0.3 0.2164
H -9.431357 -1.753919 -5.185806 0.0 0.5 0.3 0.2147
H -8.155536 -2.859548 -5.263513 1.2 0.6 -0.2 0.2492
H -8.367307 -0.636532 -7.387105 0.6 0.1 -0.2 0.1863
H -8.425737 0.420365 -4.522139 0.4 -1.1 0.4 0.1820
H -8.919443 1.130646 -5.856680 1.0 0.9 -1.3 0.2010
C 2.152176 -4.556535 -2.359850 1.3 0.3 0.7 -0.2612
O 1.469854 -3.304432 -2.569540 0.2 -5.6 -3.9 -0.4837
C 1.365997 -2.370666 -1.753654 4.2 0.8 5.5 0.9823
O 2.094550 -2.195973 -0.769678 -1.0 -0.1 -0.7 -0.6970
O 0.452519 -1.633525 -2.171938 -5.1 3.7 -0.8 -0.4713
C 0.002514 -0.438113 -1.499286 1.5 1.5 -0.1 -0.2736
H 2.270756 -5.111401 -3.290529 -0.5 0.6 -0.2 0.2014
H 1.720685 -5.242561 -1.630962 -0.7 0.5 0.1 0.1927
H 3.158402 -4.376726 -1.981310 0.0 0.3 0.0 0.2023
H 0.473063 0.369620 -2.059867 0.0 0.1 -0.1 0.1897
H 0.371796 -0.285774 -0.485134 0.1 -0.8 0.0 0.2110
H -1.056603 -0.181184 -1.518231 -0.1 -1.2 -0.4 0.2072
C 2.913526 0.804119 5.752570 -1.0 -0.4 -0.7 -0.2554
O 3.521937 1.498839 6.804287 2.0 0.7 1.2 -0.5083
C 2.912231 2.504072 7.456510 -0.9 -0.3 0.7 0.9955
O 1.711556 2.666621 7.433787 1.2 0.7 0.2 -0.6271
O 3.847551 3.180559 8.212897 0.5 -1.8 -1.6 -0.5111
C 3.534831 4.235372 9.076518 -2.9 1.0 -0.2 -0.2652
H 1.939632 0.418905 6.054585 -0.4 0.7 -0.3 0.1992
H 3.413631 -0.112281 5.439165 0.9 0.2 0.8 0.1997
H 2.957684 1.427887 4.859788 -0.7 0.1 0.0 0.1858
H 4.364929 4.863586 9.399631 0.3 -0.8 -0.2 0.2085
H 2.851718 3.930895 9.869449 0.8 -0.6 0.7 0.1908
H 2.807406 4.889384 8.595664 0.3 0.5 -0.6 0.1877
Br 7.901898 -5.831772 -0.475417 0.2 0.7 1.2 -0.0299
C 8.139909 -4.995738 1.343806 -0.8 -0.2 0.0 -0.4242
C 6.794711 -4.648350 2.045857 0.5 -0.2 -0.2 -0.4369
Br 5.616982 -6.251540 2.288301 0.8 1.1 0.0 -0.0178
H 8.784990 -4.123199 1.240667 -0.4 0.2 -0.4 0.2280
H 8.746379 -5.680578 1.936509 -0.4 -0.3 -0.1 0.2240
H 6.207924 -3.848217 1.594685 0.0 -0.5 -0.7 0.2313
H 7.006474 -4.197492 3.015387 0.2 -0.7 0.3 0.2259
Br -3.487648 -8.005442 -3.591189 0.0 -0.2 0.4 -0.0188
C -3.035987 -7.786315 -1.687363 0.7 -1.3 -0.3 -0.4445
C -3.385385 -6.402675 -1.318250 -0.5 0.6 0.8 -0.4245
Br -3.219773 -6.279589 0.661673 0.0 0.2 -0.6 -0.0363
H -1.996194 -8.096638 -1.584178 0.1 0.6 -0.2 0.2291
H -3.537644 -8.516614 -1.052467 -0.6 0.1 -0.5 0.2320
H -4.439514 -6.246498 -1.547421 0.1 0.2 0.2 0.2276
H -2.797210 -5.606291 -1.774243 0.1 -0.3 0.2 0.2351